Record 1
15
Properties=species:S:1:pos:R:3:forces:R:3 method="wB97M-V/def2-TZVPD" e_homo_ha="-0.2405 / -0.3688" lumo_ev="0.5 / -1.7" gap_ev="7.0 / 8.4" multiplicity=3 s_squared=2.0067 fmax_ev_per_a=4.6 energy_ev=-57850.4234
Cl -1.558555 3.178844 1.570429 0.2 -0.7 -0.9
Cl 1.149143 3.122256 -0.479427 -0.8 -0.3 0.0
Cl 2.753130 -1.072885 -0.969717 0.1 1.4 0.9
Cl -0.462399 1.277627 -2.208420 0.4 0.8 1.4
O -1.003572 -1.715914 -0.135362 -3.8 2.5 -1.0
N 0.960168 -1.133510 0.873931 -1.5 -1.2 1.6
C 1.896698 -0.312342 0.389642 1.7 -1.1 -3.3
C -1.398041 2.214618 0.098073 0.3 0.7 1.1
C -0.332354 2.278159 -0.686409 0.0 -1.0 -1.3
C 0.150004 -2.224941 0.234471 3.5 -1.7 1.4
H 0.263352 -0.665641 1.424539 0.0 0.3 0.7
H 0.584934 -2.745639 -0.650871 0.7 0.5 1.0
H -0.852470 -0.793038 -0.471138 -0.3 -1.3 0.1
H 0.068654 -2.948086 1.118557 -0.4 0.6 -1.5
H -2.218692 1.540489 -0.108298 0.0 0.3 0.0

=====

Record 2
12
Properties=species:S:1:pos:R:3:forces:R:3 method="wB97M-V/def2-TZVPD" e_homo_ha="-0.3315 / -0.3273" lumo_ev="-1.9 / -2.0" gap_ev="7.1 / 6.9" fmax_ev_per_a=3.9 energy_ev=-22178.4266 de_lowest_kcal_mol=173.4
Cl -2.755545 1.563486 -0.729515 -0.3 -0.4 0.0
F -1.557070 -1.405117 1.423067 -0.9 0.8 0.4
F -2.920733 -1.384584 -0.346592 -0.7 0.9 1.2
C -1.838960 0.734949 0.359516 1.8 0.5 0.4
C -1.838233 -0.738948 0.273160 0.3 -2.4 -2.3
C 0.535634 1.575166 0.719629 -0.5 -2.7 -1.7
C -0.724313 -1.190821 -0.660900 3.4 -1.9 0.4
H 0.308669 1.437734 1.724932 -0.1 -0.3 2.4
H -0.608513 -0.834188 -1.675139 -0.4 1.0 0.1
H 0.292781 -1.052441 -0.096543 -1.9 -0.2 -1.3
H 0.248300 2.545012 0.516676 -0.7 2.6 -0.5
H -0.891078 -2.324538 -0.881013 0.1 1.9 1.0

=====

Record 3
13
Properties=species:S:1:pos:R:3:forces:R:3 method="wB97M-V/def2-TZVPD" e_homo_ha=-0.3591 lumo_ev=0.4 gap_ev=10.2 fmax_ev_per_a=9.8 energy_ev=-23002.8539 de_lowest_kcal_mol=80.0
Cl 2.722033 -0.759763 -0.643443 1.9 -0.4 -0.4
F 1.749203 1.517360 -0.119601 -1.1 -0.3 0.0
O -2.458107 -0.905780 -0.138063 -1.0 2.7 -0.3
N -0.819761 0.300337 -0.798127 3.4 9.2 0.4
C 0.736724 -0.368772 1.187373 -0.1 0.4 0.1
C 0.201735 -0.474888 -0.309531 -1.5 0.3 2.2
C -2.106237 0.240168 -0.524531 -0.1 -6.9 1.3
C 1.444588 0.193197 -0.011887 2.1 -1.9 0.3
H 0.393481 0.572822 1.753236 0.1 -2.1 -0.3
H -0.354691 1.528302 -0.527341 -2.2 -4.3 -1.7
H -2.701438 1.013393 -0.870606 -1.5 1.7 -0.2
H 0.125163 -1.460471 -0.658163 0.7 -1.2 -0.6
H 1.067311 -1.395902 1.660680 -0.6 2.7 -0.7

=====

Record 4
16
Properties=species:S:1:pos:R:3:forces:R:3 method="wB97M-V/def2-TZVPD" e_homo_ha=-0.3771 lumo_ev=-0.7 gap_ev=9.6 smiles="CCSC(=O)[C@@](F)(Cl)[N+](=O)[O-]" fmax_ev_per_a=3.7 energy_ev=-37932.9989 de_lowest_kcal_mol=1.9
Cl -1.014829 -1.881189 -1.509163 0.2 0.3 1.4
S 0.549289 1.210761 -0.251633 -0.3 -0.2 0.3
F -2.212691 -0.149659 -0.141891 0.9 -0.4 0.8
O 0.916180 -0.850707 1.266079 -1.7 -0.1 -0.7
O -2.211968 -1.491954 2.097718 -0.8 1.8 0.8
O -1.290466 -3.114514 1.112226 0.2 0.8 -0.9
N -1.619631 -1.938633 1.171688 0.4 -3.6 0.9
C 2.056872 1.716527 0.701370 1.1 -1.5 -0.6
C 2.316826 3.143579 0.354823 -0.7 1.3 0.3
C 0.119985 -0.350379 0.490056 2.6 0.5 1.1
C -1.198545 -1.041013 0.098035 -0.6 1.3 -3.1
H 3.271356 3.471996 0.793705 -0.2 -0.1 -0.4
H 1.522309 3.754828 0.827842 0.4 0.0 -0.5
H 2.969792 1.140117 0.427592 -0.9 -0.1 -0.3
H 2.293936 3.313726 -0.736600 0.2 0.0 0.5
H 1.998417 1.533345 1.764987 -0.7 0.1 0.2

=====

Record 5
13
Properties=species:S:1:pos:R:3:forces:R:3 method="wB97M-V/def2-TZVPD" e_homo_ha=-0.3036 lumo_ev=0.2 gap_ev=8.5 smiles="F[C@@H](Cl)[C@H]1CN1C=S" fmax_ev_per_a=10.0 energy_ev=-31788.8004 de_lowest_kcal_mol=107.0
Cl -2.798168 -0.335628 -0.156934 1.7 -0.2 -0.4
S 2.731244 -0.724411 -0.313293 0.3 1.2 1.7
F -0.556767 -0.635012 1.183708 -0.5 -0.2 -1.8
N 0.915007 0.961073 0.092219 -7.9 3.3 -5.3
C 1.986137 0.549912 0.573833 3.0 -1.7 3.1
C -0.402040 1.706524 0.015155 -0.9 -3.8 2.7
C -0.129213 0.482715 -0.978202 -0.1 1.3 3.8
C -0.918096 -0.679749 -0.178167 -0.8 -3.2 0.1
H -1.245601 1.439502 0.987035 2.9 1.0 -3.1
H -0.905903 -1.932200 -0.422722 0.4 4.1 0.1
H -0.587299 2.679933 -0.366191 0.9 0.9 -0.3
H -0.062607 0.667424 -2.126232 0.1 -0.8 2.4
H 2.055489 1.072763 1.714069 0.9 -1.6 -3.1

=====

Record 6
12
Properties=species:S:1:pos:R:3:forces:R:3 method="wB97M-V/def2-TZVPD" e_homo_ha=-0.3244 lumo_ev=0.8 gap_ev=9.7 smiles=Cc1c(Cl)n2n1C2 fmax_ev_per_a=2.9 energy_ev=-19727.5236 de_lowest_kcal_mol=102.0
Cl -2.736705 -0.620363 0.543423 -0.3 -0.3 0.2
N -0.892609 1.521468 0.238949 -1.1 -1.3 0.8
N 0.533439 1.066134 0.262800 1.2 1.4 0.5
C -0.074383 1.589702 -0.939503 0.5 -0.7 -0.6
C -1.201013 0.035726 0.501066 1.3 2.3 -1.2
C 0.861550 -1.492262 0.478152 1.6 -0.6 -1.5
C 0.105286 -0.260771 0.452753 -2.3 -1.0 -0.3
H 0.222990 2.602239 -1.159389 0.1 0.2 -0.2
H -0.094950 0.888697 -1.781970 -0.7 0.2 0.3
H 1.791718 -1.244184 0.981438 0.3 -0.5 0.3
H 1.190428 -1.832570 -0.597809 -0.9 0.4 1.9
H 0.294246 -2.253820 1.020092 0.3 -0.1 -0.3

=====

Record 7
12
Properties=species:S:1:pos:R:3:forces:R:3 method="wB97M-V/def2-TZVPD" e_homo_ha=-0.3830 lumo_ev=0.6 gap_ev=11.0 smiles=N#C[C@]1(N)C[C@H]1Cl fmax_ev_per_a=4.7 energy_ev=-19729.1184 de_lowest_kcal_mol=65.2
Cl -1.456722 -0.189446 1.889442 -0.6 0.3 0.2
N -1.034157 1.144125 -0.938154 3.8 -2.4 1.1
N 0.904847 -1.630041 -2.342217 -0.2 1.0 0.8
C 0.157201 -0.018196 -0.416197 -3.5 1.2 -2.0
C 0.998622 0.294857 0.759576 1.9 1.3 -0.6
C -0.104514 -0.702495 0.921035 -0.1 4.0 -0.4
C 0.618916 -0.865172 -1.520008 -0.3 -0.4 -0.1
H 2.108516 0.079360 0.688100 -1.6 -0.2 0.3
H -0.013393 -1.681629 1.085140 1.1 -3.7 0.1
H 0.837013 1.349317 1.065717 -0.1 -1.0 0.4
H -1.151291 1.616749 -0.047643 -0.5 0.1 -0.1
H -1.865038 0.602570 -1.144791 -0.1 -0.2 0.3

=====

Record 8
12
Properties=species:S:1:pos:R:3:forces:R:3 method="wB97M-V/def2-TZVPD" e_homo_ha=-0.3334 lumo_ev=0.8 gap_ev=9.9 smiles=Cn1nccc1Cl fmax_ev_per_a=2.4 energy_ev=-19730.9255 de_lowest_kcal_mol=23.5
Cl -1.988595 1.077807 0.932251 -0.5 0.3 0.1
N 1.168919 -0.549280 -0.358223 2.1 -1.0 0.5
N -0.030341 -0.068321 -0.446288 -1.1 0.3 0.6
C 1.589305 -0.300216 0.883454 -0.6 0.8 -0.4
C -0.856128 -0.283548 -1.606993 -1.0 0.0 1.0
C 0.630337 0.447580 1.617849 0.2 -1.2 -1.0
C -0.420423 0.464449 0.739544 -0.1 0.7 -0.3
H -1.224486 0.665452 -1.946224 0.0 0.4 -0.6
H -1.723087 -0.830166 -1.243498 -0.2 -0.2 -0.3
H -0.371630 -0.863419 -2.363066 0.6 -0.1 -0.2
H 2.546410 -0.629256 1.196676 0.7 -0.1 0.1
H 0.679718 0.868918 2.594516 0.0 0.0 0.4